# 1
C5H7N as an isolated structure in a non-equilibrium geometry. Source: the OMol25 dataset; level of theory: ωB97M-V/def2-TZVPD.

Geometry as XYZ:
```
13
Properties=species:S:1:pos:R:3:forces:R:3
C 1.046 -0.041 -0.842 -0.992 -1.027 0.245
C 0.163 -1.024 0.068 0.257 -0.125 0.372
C 0.503 0.962 0.264 0.010 0.113 -1.274
C -1.036 0.855 -0.015 -1.109 -0.890 -0.340
C -1.275 -0.496 -0.058 -0.362 1.346 -1.220
H 2.132 -0.178 -0.725 -0.484 -0.167 -0.258
H 0.657 -0.054 -1.863 0.467 0.683 0.044
H 0.245 -2.106 0.218 0.429 0.261 -0.433
H -0.169 -0.198 1.864 2.099 0.389 -0.672
H 1.110 1.928 0.437 -1.502 -1.453 -0.042
H -1.793 1.618 -0.239 0.645 -0.132 0.344
H -2.247 -1.076 -0.284 1.881 1.169 0.376
N 0.664 -0.190 1.176 -1.339 -0.168 2.858
```
Forces are in eV/Å.

Its relative energy (zero: lowest compared OMol25 entry of this formula, charge and spin) is 308.9 kJ/mol. The calculation puts the total energy at -249.35560 hartree. The maximum force comes out at 3.2 eV/A. The highest occupied orbital energy comes out at -8.6 eV.



# 2
A 2-piece molecular cluster, C6H9NO2 overall in a non-equilibrium geometry. Source: the OMol25 dataset; level of theory: ωB97M-V/def2-TZVPD.

Geometry as XYZ:
```
18
Properties=species:S:1:pos:R:3:forces:R:3
C -0.080 0.050 2.722 -0.616 -3.019 1.619
C -0.131 0.325 1.295 -1.607 -0.188 -0.875
C -1.232 0.203 0.509 -0.881 -0.158 0.664
C -0.931 0.588 -0.857 -1.138 0.368 -0.082
C 0.326 0.940 -0.874 3.908 0.301 -2.876
C 0.971 0.744 0.426 2.187 -0.758 0.447
H -1.071 -0.636 2.936 2.721 1.654 0.035
H -0.065 0.904 3.397 -0.270 0.234 -0.180
H 0.900 -0.513 2.976 -1.722 0.498 -0.263
H -2.245 -0.094 0.795 0.479 0.019 0.281
H -1.561 0.720 -1.720 -0.473 -0.330 0.107
H 0.966 1.203 -1.777 -1.218 -0.147 1.247
H 1.885 0.008 0.461 -1.697 1.123 -0.322
H 1.408 1.686 0.720 0.235 0.515 0.411
O 0.702 -1.615 -4.171 -0.025 -0.074 0.268
N 0.361 -1.119 -3.166 0.155 -0.456 -0.727
O 0.045 -2.059 -2.183 -0.652 2.494 1.298
H -0.250 -1.335 -1.491 0.614 -2.077 -1.053
```
Forces are in eV/Å.

Its relative energy (zero: lowest compared OMol25 entry of this formula, charge and spin) is 451.4 kJ/mol. As for the SMILES: CC1=CC=CC1.O=NO. The calculation puts the total energy at -439.10442 hartree. The maximum force comes out at 4.9 eV/A. The highest occupied orbital energy comes out at -8.7 eV.



# 3
A 2-piece molecular cluster, C2H8O overall in a non-equilibrium geometry. Source: the OMol25 dataset; level of theory: ωB97M-V/def2-TZVPD.

Geometry as XYZ:
```
11
Properties=species:S:1:pos:R:3:forces:R:3
C 0.433 1.044 -1.371 -3.240 0.790 -4.545
C -0.292 -0.176 -2.025 -3.722 0.938 2.269
H -0.320 1.774 -1.034 0.445 -0.090 -0.276
H 1.165 1.478 -2.041 -0.106 0.429 -0.273
H 0.928 0.727 -0.594 2.661 -1.716 4.350
H 0.273 -0.793 -2.657 1.189 -1.167 -0.146
H -0.862 -0.701 -1.105 1.587 0.447 -2.240
H -1.186 0.064 -2.696 1.185 0.369 0.863
O -0.290 -1.367 4.502 -4.158 -3.481 0.277
H 0.397 -1.362 3.938 3.712 0.259 -2.831
H -0.246 -0.686 5.082 0.446 3.222 2.553
```
Forces are in eV/Å.

Its relative energy (zero: lowest compared OMol25 entry of this formula, charge and spin) is 98.0 kJ/mol. As for the SMILES: CC.O. The calculation puts the total energy at -156.18779 hartree. The maximum force comes out at 5.6 eV/A. The highest occupied orbital energy comes out at -11.4 eV.



# 4
An isolated ion of composition C6H11N2O and charge +1 in a non-equilibrium geometry. Source: the OMol25 dataset; level of theory: ωB97M-V/def2-TZVPD.

Geometry as XYZ:
```
20
Properties=species:S:1:pos:R:3:forces:R:3
N -3.202 0.031 0.429 -1.517 0.936 0.295
C -2.313 -0.886 0.729 2.387 1.779 -2.549
O -2.351 -1.502 1.859 1.153 -1.210 -0.201
N -1.314 -1.069 -0.218 -1.548 -0.638 1.460
C -0.122 -0.628 -0.233 0.534 -0.010 -0.185
C 0.440 0.254 0.808 -1.582 0.812 2.675
C 1.670 0.980 0.260 1.126 -0.335 -0.017
C 1.649 0.582 -1.196 1.431 -2.611 -2.497
C 0.923 -0.789 -1.315 -2.185 0.988 2.019
H -2.986 0.789 -0.231 -0.243 -1.014 0.108
H -4.064 0.144 0.985 0.889 0.017 -0.374
H -3.214 -1.813 2.091 -1.184 -0.276 0.662
H -0.466 0.915 1.088 1.667 -0.459 -0.035
H 0.648 -0.368 1.739 -0.236 0.749 -1.030
H 1.606 2.084 0.264 0.226 -0.683 0.750
H 2.651 0.565 0.716 -1.748 1.053 -0.433
H 2.635 0.265 -1.619 -0.332 1.318 0.360
H 1.161 1.260 -1.907 0.202 0.095 0.449
H 1.386 -1.699 -1.010 1.434 -0.518 0.302
H 0.426 -1.046 -2.198 -0.474 0.007 -1.757
```
Forces are in eV/Å.

Its relative energy (zero: lowest compared OMol25 entry of this formula, charge and spin) is 139.6 kJ/mol. The net charge is +1. As for the SMILES: [NH2+]=C(O)N=C1CCCC1. The calculation puts the total energy at -419.70371 hartree. The maximum force comes out at 3.9 eV/A. The highest occupied orbital energy comes out at -14.4 eV.



# 5
C4H10N2O2 as an isolated structure in a non-equilibrium geometry. Source: the OMol25 dataset; level of theory: ωB97M-V/def2-TZVPD.

Geometry as XYZ:
```
18
Properties=species:S:1:pos:R:3:forces:R:3
C -1.246 0.053 -0.923 1.262 0.962 -0.646
C -2.286 0.512 0.077 0.223 0.068 0.127
C 0.440 0.602 -0.718 -3.473 0.873 -2.305
O 0.314 1.812 -0.087 0.580 -0.626 0.208
O 1.186 0.413 -1.677 0.099 -0.359 1.093
H 1.123 2.300 -0.304 -0.031 -0.017 0.091
H -1.352 0.550 -1.886 -0.180 -0.007 -0.086
H -1.253 -1.021 -1.124 0.170 -0.002 0.131
H -2.221 1.590 0.230 0.018 -0.082 0.002
H -3.288 0.290 -0.304 0.122 -0.070 0.063
H -2.157 0.023 1.043 -0.072 0.017 0.002
N 2.116 -1.388 0.172 0.041 -0.058 -0.494
C 1.146 -0.719 0.825 -1.696 -0.132 0.226
N 0.866 -0.581 2.053 -0.167 -0.337 -0.130
H 2.278 -1.098 -0.789 -0.039 -0.082 0.151
H 2.889 -1.793 0.678 -0.091 0.160 0.021
H 1.462 -1.150 2.661 0.206 0.300 0.001
H -0.017 -0.395 0.074 3.028 -0.608 1.546
```
Forces are in eV/Å.

Its relative energy (zero: lowest compared OMol25 entry of this formula, charge and spin) is 477.8 kJ/mol. The calculation puts the total energy at -418.27899 hartree. The maximum force comes out at 4.3 eV/A. The highest occupied orbital energy comes out at -8.8 eV.



# 6
C4H7NO as an isolated structure. Source: the OMol25 dataset; level of theory: ωB97M-V/def2-TZVPD.

Geometry as XYZ:
```
13
Properties=species:S:1:pos:R:3:forces:R:3
C 2.257 0.253 0.366 0.133 0.127 0.048
N 1.256 -0.692 -0.117 -0.500 0.202 -0.117
C 0.068 -0.296 -0.139 0.401 -0.169 -0.093
C -1.270 -0.824 -0.615 0.004 -0.091 -0.034
C -1.812 0.413 0.111 -0.351 0.030 0.005
O -0.463 0.904 0.307 0.087 0.114 0.141
H 1.848 1.249 0.575 0.093 -0.136 -0.003
H 3.038 0.349 -0.396 -0.108 -0.032 0.123
H 2.735 -0.124 1.276 -0.125 -0.031 -0.152
H -1.597 -1.810 -0.283 0.152 0.143 0.023
H -1.358 -0.745 -1.702 0.025 -0.080 0.162
H -2.424 1.114 -0.461 0.156 -0.092 0.042
H -2.278 0.209 1.079 0.033 0.016 -0.146
```
Forces are in eV/Å.

Its relative energy (zero: lowest compared OMol25 entry of this formula, charge and spin) is 176.3 kJ/mol. The calculation puts the total energy at -286.56451 hartree. The maximum force comes out at 0.6 eV/A. The highest occupied orbital energy comes out at -9.6 eV.



# 7
An isolated molecule of CH3F2OPS in a non-equilibrium geometry. Source: the OMol25 dataset; level of theory: ωB97M-V/def2-TZVPD.

Geometry as XYZ:
```
9
Properties=species:S:1:pos:R:3:forces:R:3
C -0.934 0.435 0.953 -0.035 0.792 1.072
O -0.929 -0.425 -0.130 1.203 -0.897 -1.083
F 1.455 -1.413 -0.083 0.967 0.564 -0.159
F 0.485 -1.425 -2.193 0.812 -0.087 -0.271
P 0.787 -0.375 -1.049 -5.753 -2.544 1.042
S 1.870 1.247 -1.321 3.225 2.213 -0.552
H -2.016 0.595 1.203 1.120 0.652 -0.150
H -0.271 1.328 0.771 -1.365 -0.144 0.037
H -0.445 0.033 1.849 -0.175 -0.549 0.063
```
Forces are in eV/Å.

Its expectation value of S² is 2.0100. Its relative energy (zero: lowest compared OMol25 entry of this formula, charge and spin) is 52.9 kJ/mol. As for the multiplicity: 3. The calculation puts the total energy at -1054.32125 hartree. The maximum force comes out at 6.4 eV/A. The highest occupied orbital energy (spin up / spin down) comes out at -6.6 / -9.8 eV.



# 8
A 2-piece molecular cluster, C6H10N overall in a non-equilibrium geometry. Source: the OMol25 dataset; level of theory: ωB97M-V/def2-TZVPD.

Geometry as XYZ:
```
17
Properties=species:S:1:pos:R:3:forces:R:3
C 1.835 1.705 -0.092 0.403 -0.251 0.275
C 1.039 0.895 -0.469 -0.029 0.582 -0.461
C 0.957 -1.432 0.936 -1.059 0.059 -0.612
C -1.358 2.633 0.568 -0.733 -1.182 -0.941
C -0.706 -2.226 -0.667 -1.338 -2.184 0.987
C 0.169 -0.066 -0.865 0.571 0.388 0.008
N 0.205 -1.212 -0.131 -0.805 -0.787 -0.060
H 2.665 2.152 0.349 0.747 1.048 0.273
H 1.680 -0.670 1.131 0.367 0.100 0.515
H 0.696 -2.267 1.595 0.437 0.231 -0.522
H -1.037 3.526 0.927 0.636 2.627 0.824
H -0.957 1.801 1.063 0.118 -1.203 0.425
H -1.954 2.577 -0.318 -0.196 -0.132 -0.194
H -0.248 -2.608 -1.608 -0.801 0.533 0.436
H -1.756 -1.786 -0.718 1.539 -0.663 -0.404
H -0.764 -3.148 0.028 0.192 1.655 -0.930
H -0.467 0.126 -1.730 -0.047 -0.821 0.381
```
Forces are in eV/Å.

Its relative energy (zero: lowest compared OMol25 entry of this formula, charge and spin) is 527.5 kJ/mol. The net charge is +1. The calculation puts the total energy at -288.88205 hartree. The maximum force comes out at 2.8 eV/A. The highest occupied orbital energy (spin up / spin down) comes out at -11.9 / -13.5 eV.